A molecular structure, C30H39N10O3SSi2Ta at a distorted geometry, computed with ωB97M-V/def2-TZVPD.

## Properties
**Lowest unoccupied orbital energy**: -6.42 eV
**Total charge**: +2

Structure (XYZ):
```
86
Properties=species:S:1:pos:R:3:forces:R:3:mulliken_charge:R:1
C -2.414056 -3.638227 -0.852110 -0.092 -0.137 0.026 -0.682
H 2.394697 1.451774 -1.132002 0.018 0.069 0.024 -0.099
H -3.763870 3.063721 2.343703 0.051 -0.003 0.011 0.541
C -3.912137 -2.722937 2.009156 -0.085 -0.188 0.060 -1.172
C -0.145484 4.316724 -2.402249 0.107 0.131 -0.229 -1.015
C 4.103367 4.177632 -0.071913 0.065 0.078 0.045 1.017
C -1.653769 -2.499602 -0.602093 0.078 -0.032 0.193 -1.155
H 4.428394 4.712004 2.000407 -0.038 -0.016 -0.049 0.366
H -3.452890 -3.564946 2.526795 -0.098 0.075 -0.004 0.294
H -4.397566 -3.092704 1.101690 0.018 0.015 0.107 0.344
C -3.743697 -0.205852 0.501420 -0.103 0.080 -0.083 -0.564
Si -2.753570 -1.310846 1.648050 0.147 -0.044 -0.007 0.547
H 3.075238 2.859955 2.897811 -0.004 0.030 -0.072 0.551
C 1.353474 -1.078655 -3.265776 0.075 -0.225 0.058 -0.992
C -2.856474 -3.868314 -2.140924 -0.011 -0.034 0.011 -1.008
H -3.455816 -4.744679 -2.360759 0.026 0.064 0.028 0.501
C -2.679938 3.084513 2.402731 -0.048 -0.118 -0.156 -0.373
H 2.294611 -2.054522 -5.788313 -0.004 -0.041 0.056 0.341
C -2.021314 4.018786 3.177686 -0.059 0.052 0.040 -0.936
C 2.775618 -1.215125 -5.292638 -0.058 -0.002 0.125 -0.841
O 1.747104 0.607177 2.934582 0.048 0.133 0.101 -0.867
N -1.307486 -1.688242 -1.607128 0.218 0.446 0.121 0.394
C -0.640648 3.958562 3.163917 0.182 -0.050 -0.039 -0.461
C -0.153429 2.888407 -2.373357 0.413 0.020 -0.012 0.739
N 4.801529 5.215640 -0.560922 -0.049 -0.082 0.062 -0.430
H 3.844691 -1.265870 -5.466205 0.043 -0.003 0.040 0.330
H -2.940779 -3.087280 -4.161228 0.033 0.001 0.074 0.494
H -2.752799 2.437218 -0.473490 -0.067 -0.034 0.055 0.156
C -1.778438 -1.873595 -2.849233 0.041 0.113 -0.051 -0.360
C 2.823773 -1.342504 -1.675376 -0.172 -0.037 -0.135 -0.647
C 3.951116 4.011150 1.325572 0.114 0.146 -0.048 -0.841
H -2.971555 0.180895 3.593895 0.098 -0.099 -0.019 0.436
H -1.289358 -5.327296 1.230502 0.046 0.030 0.118 0.352
C 1.352571 -3.577682 0.518723 0.180 0.028 -0.004 -0.723
Ta 0.015342 -0.298730 -0.379550 -2.246 -2.888 -1.432 1.348
H 2.394150 -0.278391 -5.691199 0.007 0.046 0.073 0.359
H -1.252715 -0.045543 3.215621 -0.084 -0.046 0.053 0.262
C -1.176712 -1.937143 0.695932 0.573 0.856 -0.284 2.167
H 3.217259 -1.423412 -0.678428 -0.036 0.009 -0.117 0.464
N -0.122611 5.469881 -2.410437 -0.101 -0.346 0.096 -0.464
H -3.140232 0.316114 -0.238376 -0.043 0.051 0.002 -0.217
C -0.945901 -4.759496 2.099505 -0.137 -0.201 -0.069 -1.238
H 4.515990 -1.616987 -3.069715 -0.082 0.005 -0.039 0.474
N 1.701090 1.612439 -3.626194 -0.085 0.125 0.090 -0.464
N -2.204346 2.863268 -1.203969 -0.426 0.095 0.332 -0.276
C 0.868317 2.180373 -3.064505 -0.214 0.122 0.073 0.090
H -4.703739 -2.334106 2.662915 0.074 -0.033 -0.095 0.396
O 1.703865 -0.351675 0.639934 0.514 0.271 0.337 -0.789
Si -0.053681 -3.179062 1.690170 -0.009 -0.057 -0.254 0.364
H -2.674244 -4.301937 -0.039801 -0.004 0.030 -0.076 0.681
C -2.560837 -2.956093 -3.156409 -0.066 -0.093 -0.072 -1.305
C 0.570120 -2.497509 3.290615 0.046 0.103 0.195 -0.858
N 0.013208 3.034512 2.457907 0.312 -0.048 -0.037 -0.484
N -0.007700 1.121465 1.094232 0.714 0.640 0.643 0.281
C 3.210337 2.981141 1.829948 -0.086 -0.135 0.048 -0.703
H -2.555984 4.756222 3.760827 0.034 -0.052 -0.041 0.458
H 0.450152 -0.898237 -3.819378 0.086 0.030 0.017 0.385
H 1.019987 -3.645171 -0.522891 0.057 -0.045 0.052 0.237
C 3.475284 -1.441360 -2.852450 -0.052 0.105 -0.181 -0.678
N 1.465745 -1.134168 -1.938127 -0.095 0.801 1.178 0.531
H -2.301508 3.853235 -1.376988 -0.064 -0.018 -0.022 0.277
H -4.303339 0.538137 1.078900 0.074 -0.097 -0.079 0.348
H 1.401685 -3.129168 3.625787 -0.100 0.040 -0.038 0.453
C -2.222205 -0.546630 3.261593 -0.002 0.100 0.147 -1.140
H 0.939919 -1.477433 3.237123 0.016 -0.002 0.060 0.140
C 2.623748 2.068680 0.942526 -0.102 -0.116 -0.042 0.034
N -2.032609 2.157651 1.686691 -0.189 0.017 -0.190 0.079
H 3.669594 3.319512 -2.017220 -0.009 -0.010 0.067 0.413
O -1.054634 0.918720 -1.400266 -0.074 0.813 -0.382 -0.045
H -1.542321 -1.117150 -3.587139 -0.028 -0.015 0.031 0.746
H 2.143044 -2.823436 0.587078 -0.086 -0.156 -0.020 -0.049
C 2.794955 2.189544 -0.444012 -0.016 -0.072 0.133 -0.294
C -0.719584 2.186479 1.765583 0.075 -0.368 0.002 0.379
H -4.472271 -0.814547 -0.043654 0.053 0.035 0.031 0.481
H 4.906619 5.357622 -1.549509 -0.009 -0.002 -0.016 0.207
H -0.030589 4.655031 3.730411 -0.048 -0.060 -0.048 0.509
H -2.159619 -1.323471 4.030163 -0.007 0.092 -0.066 0.471
H 1.808324 -4.537819 0.778941 -0.048 0.066 -0.011 0.713
H -1.788215 -4.599322 2.773801 0.084 -0.079 -0.032 0.343
H -0.201883 -2.539390 4.063894 0.091 0.000 -0.056 0.304
C 3.524865 3.227239 -0.946391 0.060 0.081 -0.115 -0.975
H -0.228465 -5.396184 2.632603 -0.053 0.084 -0.072 0.428
N 2.529492 -1.264445 -3.843730 0.118 -0.182 -0.292 0.262
S 1.567853 0.888523 1.561138 -0.040 0.357 0.407 1.852
C -1.131863 2.240144 -1.646373 0.510 -0.234 -0.337 0.599
H 5.195733 5.906826 0.051974 0.029 0.015 -0.002 0.207
```
Positions in Å, forces in eV/Å.

A molecular structure, C30H39N4O4PRuS3, computed with ωB97M-V/def2-TZVPD.

## Properties
**<S²>**: 8.8159
**Spin multiplicity**: 6
**Lowest unoccupied orbital energy (alpha / beta)**: 2.41 / 0.67 eV
**Total charge**: -1

Structure (XYZ):
```
82
Properties=species:S:1:pos:R:3:forces:R:3:mulliken_charge:R:1
C -1.208243 0.819506 5.284492 -0.017 0.008 0.015 -0.499
H 4.451813 -3.225342 1.394280 -0.003 0.002 0.000 0.386
S -3.132064 -0.639722 -2.108817 0.137 0.064 -0.085 -0.429
C 2.539829 2.058005 -1.720821 0.022 0.021 0.003 -1.387
H 1.606256 -4.374138 -1.859239 -0.004 0.001 0.007 0.216
C -0.085047 4.766572 0.308686 -0.004 0.001 -0.015 -1.215
H 2.019149 1.171471 -2.064054 -0.071 -0.088 -0.027 -0.110
H -1.515926 1.096274 6.286184 0.002 -0.001 -0.001 0.385
N -2.713202 -0.409608 0.757415 0.004 0.130 0.251 1.288
C 1.312994 0.292747 0.342691 -0.087 0.228 -0.119 -0.654
C -5.494646 -2.501889 -2.859796 -0.039 0.001 -0.049 -0.811
H 2.334218 1.863644 1.393605 -0.012 -0.011 0.016 0.416
C 1.267186 6.722831 -0.511642 0.006 0.025 0.008 -1.642
P -0.047198 -1.809043 -0.898451 0.105 0.139 0.252 1.389
H 1.422880 7.176089 0.470088 -0.004 0.000 -0.003 0.333
H -0.768378 5.469146 0.774381 0.003 0.010 -0.004 0.394
H 5.552687 -1.919496 0.958132 -0.001 0.004 0.000 0.307
C 0.809517 -4.035504 -2.527179 0.017 0.006 -0.008 -1.494
H 2.798548 -2.213490 -2.242175 0.008 0.004 0.012 0.293
N 0.250861 1.110587 -0.046037 0.256 -0.144 0.088 1.933
C 4.664929 -2.167068 1.545099 0.017 -0.014 0.010 -1.697
C 2.437638 -1.838828 0.409260 0.000 0.004 -0.002 -0.343
C 0.464031 0.393757 3.641420 0.010 -0.027 0.025 -0.105
Ru -1.468155 0.346482 -0.879123 -0.158 -0.038 -0.612 -0.932
C -0.485151 -3.295980 0.115908 -0.025 -0.040 -0.022 0.449
H 3.419545 1.754432 -1.146464 -0.031 0.010 0.002 0.353
H -2.182619 3.858830 1.422988 0.017 0.003 0.036 0.514
H -0.885152 -3.934510 2.121894 0.019 0.000 0.010 0.564
H -0.091466 -2.205073 -3.220474 0.006 0.007 0.005 0.574
S -0.762656 1.409083 -3.448165 -0.125 0.073 0.345 1.463
N -3.926650 -1.014154 0.427691 0.037 0.097 -0.137 -1.290
O -1.446407 2.008577 -2.181783 -0.105 -0.272 0.069 -0.711
H -3.751399 -0.198221 2.513713 -0.008 -0.002 -0.003 0.275
C 1.990074 -1.886583 -2.899399 0.007 -0.024 0.009 -1.415
H 0.457081 -2.781750 2.021152 -0.008 0.012 -0.005 0.233
H -6.427249 -2.994840 -3.134886 0.009 -0.009 0.020 0.343
H 2.872529 2.599786 -2.605199 -0.008 -0.013 -0.006 0.565
H -4.681089 -3.223598 -2.903916 -0.001 0.014 0.021 0.252
H -2.222179 2.318358 0.589797 0.022 0.015 -0.016 0.017
C 2.370747 0.823359 1.099928 0.102 -0.027 -0.058 0.089
C 0.657364 -2.513027 -2.486815 -0.035 -0.043 -0.047 0.521
C 1.015476 5.245506 -0.392553 -0.020 -0.016 0.001 0.796
H -1.198460 -2.217360 1.859246 -0.038 0.021 -0.012 0.145
C 1.626893 2.951584 -0.924555 -0.043 0.039 0.041 1.068
C 0.528063 2.492202 -0.168998 0.007 -0.079 -0.071 -0.125
H -3.201350 0.572737 4.561103 -0.002 -0.005 -0.002 0.432
H 0.283158 -4.048026 -0.085819 -0.028 -0.021 0.019 0.778
H -2.043872 -4.797421 0.092610 0.012 -0.007 -0.009 0.450
C 1.349367 -1.070086 0.010804 0.047 -0.177 -0.015 -0.553
H -1.320392 2.462415 2.089861 0.005 0.000 -0.030 0.172
C -1.737613 0.169443 3.010729 -0.068 0.035 -0.017 1.568
H 2.228918 -2.223347 -3.911602 0.005 0.025 -0.006 0.450
H -1.923905 -3.916410 -1.437228 0.009 0.020 -0.005 0.308
C 1.841590 4.322858 -1.009372 -0.019 -0.032 0.003 -1.171
C -0.523031 -3.033860 1.617325 0.020 -0.007 0.037 -1.520
C -2.143623 0.529207 4.332318 0.005 -0.014 0.009 -1.001
H 2.148566 6.923525 -1.120187 0.003 -0.005 0.000 0.372
H 2.456338 -2.892893 0.147802 -0.001 -0.001 0.001 0.247
H -2.636391 -3.139156 -0.029392 -0.004 0.008 0.005 0.333
O -0.042045 0.246306 -2.800442 0.106 -0.053 -0.131 -0.565
C -4.177611 -1.152880 -0.813055 -0.006 -0.097 0.140 0.520
H 4.226594 0.474704 2.080772 0.011 -0.010 -0.001 0.348
C 3.494764 -1.315550 1.140122 -0.022 0.054 0.007 0.839
H 2.667838 4.672516 -1.619175 0.001 0.004 0.005 0.340
S -5.750304 -1.887859 -1.183846 0.049 0.014 0.040 -0.107
C -1.847526 -3.818542 -0.352789 -0.015 -0.011 0.006 -1.753
O 0.162711 2.369710 -4.004413 0.030 0.013 0.101 -0.730
C -2.756044 -0.127092 2.087896 0.029 -0.037 -0.039 -1.804
N -0.414828 0.116547 2.687392 -0.015 -0.007 0.042 0.407
C -1.581126 2.985597 1.170485 -0.053 0.019 0.026 -1.008
H 0.933740 0.966056 5.659685 0.002 0.000 -0.001 0.451
H 1.946573 -0.803154 -2.906612 -0.030 0.024 0.000 0.112
O -1.780271 0.927440 -4.356037 0.012 0.084 -0.113 -0.671
H 4.916634 -2.018432 2.596576 0.000 0.001 0.000 0.370
C -0.361079 3.414092 0.412763 -0.004 0.108 0.006 0.808
C 0.151831 0.751547 4.944439 -0.009 -0.008 -0.009 -1.000
H -5.304093 -1.691716 -3.558592 0.023 0.017 -0.005 0.300
C 3.432866 0.035939 1.485473 0.006 -0.023 -0.049 -0.774
H 0.417213 7.228365 -0.974008 -0.006 -0.009 0.001 0.348
H -0.097125 -4.583084 -2.277995 -0.020 0.019 -0.003 0.332
H 1.506929 0.323064 3.345923 -0.039 -0.004 0.042 0.183
H 1.099621 -4.322167 -3.541021 0.000 -0.004 0.003 0.487
```
Positions in Å, forces in eV/Å.

A molecular structure, C30H39N8O5V, computed with ωB97M-V/def2-TZVPD.

## Properties
**<S²>**: 3.7627
**Spin multiplicity**: 4
**Lowest unoccupied orbital energy (alpha / beta)**: -3.17 / -3.17 eV
**Total charge**: +1

Structure (XYZ):
```
83
Properties=species:S:1:pos:R:3:forces:R:3:mulliken_charge:R:1
C -1.131108 -4.139000 -0.604260 0.104 -0.058 -0.051 -0.801
H 0.007370 -2.586426 2.196094 -0.003 0.013 0.025 0.093
H 1.160541 -2.502662 -3.268258 0.006 -0.003 0.002 0.458
H 4.034887 1.636029 -0.721848 0.020 -0.014 0.028 0.472
C -0.466696 -4.927630 -1.540972 -0.037 -0.008 0.053 -0.626
H 2.097892 4.117070 4.790819 0.044 -0.019 -0.012 0.355
N -1.607320 -1.852565 0.248547 0.090 -0.039 -0.112 0.241
H -0.477889 4.590609 -3.500606 -0.016 -0.008 0.004 0.469
C -0.114691 2.027568 3.372889 -0.089 0.005 0.014 -0.623
C 4.078614 0.978839 -3.378047 -0.066 -0.035 -0.015 -0.898
H -1.015178 2.444388 3.842378 0.009 -0.002 0.014 0.591
N -0.038778 -0.763905 -1.545620 -0.164 -0.068 0.134 0.968
C 0.318694 0.086936 -2.492771 -0.036 0.071 -0.021 0.547
H -0.242306 0.946924 3.330842 0.018 0.025 -0.009 0.127
O 2.937126 -1.268806 -0.819902 0.033 0.004 0.056 -0.438
C 0.280332 3.961809 1.977133 0.014 -0.027 -0.019 -0.880
C -1.700777 3.806393 -1.913172 -0.035 -0.042 0.035 -0.927
H -4.337116 -2.056296 3.039732 -0.010 0.013 0.005 0.561
C 0.009506 2.556906 -3.025192 0.068 -0.008 -0.014 -0.798
H 0.658000 2.006706 1.469693 0.019 -0.053 0.091 -0.599
H 4.930381 1.541062 -2.988416 -0.011 0.006 0.022 0.330
C 0.357715 -4.351579 -2.492357 0.025 0.059 -0.027 -0.878
O 2.441675 1.108627 0.496327 -0.051 0.003 -0.044 -0.375
H 0.423264 4.277443 0.943949 0.016 -0.015 -0.008 0.463
H -5.504387 -0.024156 3.977836 0.009 0.001 -0.001 0.437
H -2.305785 4.693783 -1.787449 0.020 0.000 -0.019 0.472
H 3.190566 1.610780 -3.397096 -0.010 0.001 -0.007 0.212
C 1.775729 -0.878708 1.656894 -0.009 0.021 -0.096 0.779
C 2.889128 0.139487 1.426712 0.044 -0.003 0.039 -1.500
H 1.144905 -3.636273 3.072318 0.011 -0.008 -0.002 0.457
H -0.608326 -6.001152 -1.526759 -0.002 0.013 0.005 0.411
C 1.093085 2.354366 4.237695 0.072 0.101 -0.018 -0.930
C -4.158557 1.326816 2.982015 0.041 0.030 -0.022 -1.250
C -2.934921 -0.890731 1.964075 0.026 -0.129 -0.006 0.376
C -3.056706 1.400371 2.151904 0.068 0.000 0.048 -0.115
H 3.934405 -2.327401 -2.642118 -0.016 0.001 0.004 0.300
H 3.378089 -3.296941 0.784219 -0.004 0.001 -0.009 0.263
C 3.347182 -2.776333 1.740630 -0.024 0.012 0.031 -0.964
O 0.974071 -0.047737 -3.530929 0.063 -0.044 0.017 -0.765
N -1.252665 1.552282 -1.267082 0.066 0.283 -0.344 0.169
V -0.892525 0.011972 0.121593 -0.065 0.511 0.812 -0.023
C -1.947682 2.689433 -1.138566 0.116 -0.001 -0.010 -0.217
C 4.008428 -1.503864 -3.344694 -0.045 0.007 -0.042 -1.141
H 1.688387 5.419371 2.833749 -0.022 0.009 -0.021 0.429
O 0.615422 -0.407554 1.685870 0.013 -0.018 -0.006 -0.010
C 1.513878 4.345662 2.785977 0.016 -0.037 0.125 -0.650
N 3.841012 -0.246323 -2.630902 0.093 0.024 0.026 0.282
C -0.691685 3.738802 -2.867320 0.037 0.013 -0.024 -0.573
N -2.442636 0.324180 1.648966 -0.137 -0.354 -0.074 0.427
H 2.413815 1.724960 -1.412062 -0.006 0.027 -0.016 0.334
N 2.042838 -2.147270 1.910801 0.001 -0.029 -0.004 0.226
H 2.004987 1.912880 3.837590 -0.017 -0.032 0.023 0.345
H 3.052373 0.652820 2.383780 -0.011 -0.006 0.002 0.285
C -0.107143 -2.169444 -1.592535 0.026 0.071 0.002 0.314
C -0.958723 -2.759590 -0.615903 -0.055 0.030 0.003 0.043
O -2.589673 -3.235940 1.844168 0.035 -0.003 0.004 -0.756
H 0.972223 2.064338 5.280136 -0.039 -0.008 -0.003 0.360
H -0.584577 4.518779 2.360049 -0.001 0.000 -0.001 0.372
H -4.624017 2.234386 3.341365 -0.009 -0.011 0.007 0.459
C 3.066411 1.124806 -0.778484 0.032 -0.005 -0.002 -1.119
C 3.260421 -0.252465 -1.419389 -0.032 -0.004 -0.042 0.588
H 3.229220 -1.606957 -4.102249 -0.017 0.009 0.014 0.373
H 3.491864 -3.490306 2.550462 -0.014 -0.013 -0.004 0.418
H 0.920419 -3.812302 1.316112 -0.010 0.005 -0.010 0.340
H 3.828928 -0.300263 1.122846 0.033 -0.010 -0.037 0.846
H 0.484365 4.309880 4.589224 -0.009 0.010 0.022 0.384
H 0.755581 2.416638 -3.795804 -0.001 0.023 0.002 0.461
H -2.740252 2.677551 -0.400841 0.017 0.020 0.016 0.539
C -4.643605 0.073074 3.328909 -0.031 -0.029 0.018 -0.488
H 4.293915 0.711744 -4.408966 0.020 -0.010 0.005 0.408
C -0.288496 1.474845 -2.209619 -0.206 -0.175 -0.208 0.255
C -2.327800 -2.149131 1.329114 -0.143 -0.040 -0.119 0.367
H 4.984999 -1.519282 -3.827999 0.017 0.001 0.022 0.429
H 2.405338 3.840750 2.415148 0.008 0.017 -0.041 0.339
H 4.156972 -2.058301 1.775708 0.010 0.008 0.008 0.349
C 0.536450 -2.971556 -2.522066 0.020 -0.078 -0.003 -0.611
N -0.003766 2.545665 2.026409 0.080 -0.013 -0.176 0.850
C -4.016712 -1.047951 2.818583 0.016 0.005 0.033 -0.747
H 0.859911 -4.972691 -3.223442 -0.002 0.007 0.006 0.418
H -1.780979 -4.582777 0.134758 -0.013 0.015 0.001 0.461
C 0.957020 -3.100996 2.141599 0.040 0.002 -0.005 -1.003
N 1.311245 3.851590 4.200058 -0.038 -0.024 -0.054 -0.106
H -2.623724 2.355688 1.878781 -0.011 0.006 -0.019 0.561
```
Positions in Å, forces in eV/Å.